--- a ---
DFT (wB97M-V/def2-TZVPD) results for the ion H2NO2S with charge -1.

Last column: Löwdin charge in e.
Cartesian coordinates (Å):
O (-0.84, -0.91, -0.13)  -0.19
N (-0.46, -0.02, 0.83)  -0.32
O (-0.09, 1.13, 0.27)  -0.52
S (1.13, 0.71, -1.39)  0.08
H (-0.18, -0.50, -0.80)  -0.14
H (0.45, -0.42, 1.21)  0.10

Values from the calculation:
LUMO level: 4.053 eV
SMILES: ONO[S-]
orbital gap: 7.5 eV
total charge: -1

--- b ---
DFT (wB97M-V/def2-TZVPD) results for a cluster of 2 separate species, H2NO2S in total.

Last column: Löwdin charge in e.
Cartesian coordinates (Å):
N (-1.97, 1.63, 0.95)  0.07
O (1.73, -1.66, 0.31)  -0.69
O (1.98, 0.46, -0.96)  -0.66
S (1.04, -0.38, -0.16)  0.46
H (-2.67, 0.85, 0.99)  -0.10
H (-0.10, -0.90, -1.12)  -0.08

Values from the calculation:
LUMO level (spin up / spin down): 1.913 / 1.947 eV
orbital gap (spin up / spin down): 4.8 / 4.8 eV
total charge: -1

Verdict on stability: a comes out on top.

--- a ---
DFT (wB97M-V/def2-TZVPD) results for a structure of composition C2H5NO.

Last column: Mulliken spin population.
Cartesian coordinates (Å):
C (0.07, 0.12, -0.13)  -0.03
N (-0.34, 1.16, -0.93)  0.89
C (-0.96, -0.56, 0.77)  0.05
O (1.32, -0.55, 0.16)  0.07
H (0.10, 2.05, -0.82)  0.00
H (0.64, -0.79, -0.70)  0.01
H (-1.94, -0.57, 0.24)  0.00
H (-0.56, -1.64, 0.88)  0.02
H (-1.11, -0.09, 1.77)  0.00

Values from the calculation:
expectation value of S²: 0.757
LUMO level (spin up / spin down): -7.629 / -9.391 eV
orbital gap (spin up / spin down): 10.7 / 8.8 eV
total charge: +1
2S+1: 2

--- b ---
DFT (wB97M-V/def2-TZVPD) results for the ion C2H5NO with charge +1.

Last column: Mulliken spin population.
Cartesian coordinates (Å):
C (0.68, 0.55, -0.27)  -0.10
N (-0.38, 0.34, 0.57)  0.51
C (-1.05, -0.95, 0.84)  0.03
O (1.08, 0.13, -1.33)  0.43
H (1.04, 1.64, 0.02)  0.10
H (-0.98, 1.24, 0.76)  -0.02
H (-0.67, -1.55, 1.61)  0.02
H (-2.13, -0.78, 1.00)  0.01
H (-1.06, -1.60, -0.16)  0.03

Values from the calculation:
expectation value of S²: 0.785
LUMO level (spin up / spin down): -5.294 / -9.949 eV
orbital gap (spin up / spin down): 12.6 / 6.9 eV
total charge: +1
2S+1: 2

Verdict on stability: b comes out on top.

--- a ---
DFT (wB97M-V/def2-TZVPD) results for the molecule C6H11NO2.

Last column: Löwdin charge in e.
Cartesian coordinates (Å):
C (-2.32, 0.54, -1.03)  -0.09
C (-1.02, 0.57, -0.29)  -0.11
C (-0.53, -0.47, 0.45)  -0.34
O (-1.03, -1.73, 0.43)  0.07
C (0.89, -0.40, 0.87)  -0.22
C (1.19, 0.63, 1.94)  -0.05
C (1.40, 0.16, -0.58)  -0.49
N (1.50, -0.85, -1.51)  0.15
O (2.02, 1.21, -0.65)  0.05
H (-3.12, 1.00, -0.42)  0.08
H (-2.24, 1.14, -1.94)  0.08
H (-2.63, -0.47, -1.32)  0.07
H (-0.67, 1.56, -0.03)  0.12
H (-1.88, -1.74, -0.02)  0.10
H (1.26, -1.40, 1.08)  0.14
H (0.57, 0.45, 2.82)  0.09
H (2.25, 0.58, 2.20)  0.09
H (0.99, 1.64, 1.61)  0.07
H (1.46, -1.81, -1.22)  0.10
H (1.93, -0.59, -2.39)  0.11

Values from the calculation:
LUMO level: 0.652 eV
SMILES: C/C=C(\O)[C@H](C)C(N)=O
orbital gap: 8.8 eV

--- b ---
DFT (wB97M-V/def2-TZVPD) results for the molecule C6H11NO2.

Last column: Löwdin charge in e.
Cartesian coordinates (Å):
C (-1.74, -0.70, -0.13)  -0.04
C (-0.24, -0.43, 0.09)  -0.34
C (0.03, -0.35, 1.55)  -0.18
O (-0.35, 0.97, 1.91)  -0.10
C (-0.30, 1.74, 0.70)  -0.13
C (0.49, 0.90, -0.28)  -0.29
O (1.90, 1.09, 0.06)  0.00
C (0.36, -0.20, -1.25)  -0.21
N (1.52, -1.01, -1.57)  0.06
H (-1.78, -1.82, -0.20)  0.10
H (-2.40, -0.39, 0.71)  0.09
H (-2.31, -0.30, -0.99)  0.08
H (-0.56, -1.07, 2.15)  0.13
H (1.11, -0.56, 1.76)  0.13
H (-1.33, 2.11, 0.39)  0.14
H (0.31, 2.65, 0.88)  0.13
H (2.38, 0.66, -0.67)  0.08
H (-0.33, -0.01, -2.06)  0.15
H (1.93, -1.54, -0.80)  0.10
H (1.32, -1.74, -2.25)  0.09

Values from the calculation:
LUMO level: 0.724 eV
SMILES: C[C@]12COC[C@]1(O)[C@H]2N
orbital gap: 8.7 eV

Verdict on stability: a comes out on top.

--- a ---
DFT (wB97M-V/def2-TZVPD) results for a cluster of 2 separate species, C6H11NO2 in total.

Last column: Löwdin charge in e.
Cartesian coordinates (Å):
C (-0.23, 2.03, 1.17)  0.11
C (-0.14, 1.30, 0.05)  -0.31
C (-0.98, 1.56, -1.16)  -0.06
C (0.81, 0.14, 0.02)  -0.43
C (1.37, -0.23, -1.32)  0.00
O (1.41, -0.21, 1.06)  -0.01
H (0.44, 1.84, 2.00)  0.08
H (-0.93, 2.84, 1.27)  0.07
H (-1.76, 2.29, -0.93)  0.08
H (-1.46, 0.65, -1.51)  0.09
H (-0.38, 1.95, -1.98)  0.08
H (0.59, -0.66, -1.94)  0.09
H (2.16, -0.97, -1.21)  0.09
H (1.77, 0.65, -1.83)  0.10
N (-0.04, -2.33, 1.61)  0.12
C (-0.96, -2.13, 0.69)  -0.46
O (-1.74, -2.86, 0.13)  0.02
H (0.71, -1.53, 1.68)  0.10
H (0.10, -3.27, 1.96)  0.11
H (-0.74, -1.05, 0.25)  0.12

Values from the calculation:
LUMO level: -0.328 eV
SMILES: C=C(C)C(C)=O.NC=O
orbital gap: 9.2 eV

--- b ---
DFT (wB97M-V/def2-TZVPD) results for the molecule C6H11NO2.

Last column: Löwdin charge in e.
Cartesian coordinates (Å):
C (-0.61, -1.49, -1.34)  0.10
C (-0.09, -0.79, -0.34)  -0.26
O (1.26, -1.10, 0.18)  -0.17
C (2.40, -0.53, -0.47)  -0.10
C (-0.68, 0.33, 0.48)  -0.49
C (-1.61, 1.28, -0.27)  -0.03
N (-1.33, -0.21, 1.68)  0.08
C (0.61, 1.17, 0.96)  -0.18
O (1.11, 2.08, 0.33)  0.05
H (-1.59, -1.26, -1.74)  0.07
H (-0.04, -2.29, -1.81)  0.08
H (2.14, 0.15, -1.29)  0.10
H (2.98, 0.01, 0.29)  0.09
H (3.03, -1.35, -0.83)  0.09
H (-2.53, 0.79, -0.60)  0.08
H (-1.88, 2.12, 0.38)  0.09
H (-1.12, 1.71, -1.15)  0.09
H (-0.72, -0.92, 2.10)  0.09
H (-2.17, -0.72, 1.39)  0.09
H (0.84, 1.01, 2.03)  0.13

Values from the calculation:
LUMO level: 0.884 eV
SMILES: C=C(OC)[C@@](C)(N)C=O
orbital gap: 10.5 eV

--- c ---
DFT (wB97M-V/def2-TZVPD) results for the molecule C6H11NO2.

Last column: Löwdin charge in e.
Cartesian coordinates (Å):
O (2.58, 1.07, -1.68)  -0.06
C (1.26, 0.85, -1.56)  -0.38
C (0.69, 2.19, -0.98)  -0.09
C (0.50, 0.83, -0.12)  -0.24
N (-0.82, 0.13, -0.01)  -0.08
C (-0.73, -0.48, 1.44)  -0.22
C (0.04, -1.74, 0.98)  -0.08
C (-1.56, -1.82, 1.16)  -0.32
O (-2.64, -1.91, 0.32)  -0.03
H (2.93, 0.41, -0.86)  0.20
H (0.79, 0.26, -2.29)  0.12
H (-0.17, 2.82, -1.68)  0.14
H (1.29, 3.02, -0.43)  0.11
H (1.22, 1.21, 0.48)  0.08
H (-1.92, 0.70, -0.17)  0.23
H (-0.55, -0.08, 2.52)  0.16
H (0.29, -1.48, -0.15)  0.12
H (0.89, -2.18, 1.57)  0.10
H (-1.72, -2.42, 1.97)  0.09
H (-2.34, -1.35, -0.50)  0.13

Values from the calculation:
LUMO level: 0.755 eV
SMILES: O[C@@H]1C[C@H]1N[C@@H]1C[C@@H]1O
orbital gap: 9.6 eV

Verdict on stability: a comes out on top.

--- a ---
DFT (wB97M-V/def2-TZVPD) results for the molecule C6H11NO2.

Last column: Löwdin charge in e.
Cartesian coordinates (Å):
C (-2.69, 0.61, 0.26)  -0.09
C (-1.23, 0.42, 0.51)  -0.09
C (-0.50, -0.61, 0.02)  -0.28
O (-0.92, -1.47, -0.97)  0.06
C (0.91, -0.70, 0.34)  -0.40
C (1.59, -2.04, 0.33)  0.02
O (1.43, 0.30, 1.13)  -0.03
N (1.73, 0.52, -0.28)  -0.04
C (1.57, 1.88, -0.69)  -0.10
H (-2.98, 0.27, -0.74)  0.07
H (-3.29, 0.04, 0.99)  0.08
H (-2.96, 1.66, 0.38)  0.07
H (-0.80, 1.01, 1.30)  0.11
H (-1.88, -1.50, -0.99)  0.10
H (2.66, -1.89, 0.25)  0.09
H (1.27, -2.61, -0.54)  0.08
H (1.37, -2.58, 1.25)  0.10
H (2.09, 1.94, -1.65)  0.08
H (0.53, 2.17, -0.87)  0.07
H (2.08, 2.59, -0.04)  0.09

Values from the calculation:
LUMO level: 0.707 eV
SMILES: C/C=C(\O)[C@]1(C)ON1C
orbital gap: 8.7 eV

--- b ---
DFT (wB97M-V/def2-TZVPD) results for a cluster of 2 separate species, C6H11NO2 in total.

Last column: Löwdin charge in e.
Cartesian coordinates (Å):
C (-1.27, -1.13, 1.63)  -0.02
C (-1.13, -0.62, 0.23)  -0.44
C (-0.90, -1.45, -0.91)  -0.04
O (-1.74, 0.58, 0.06)  0.06
H (-1.65, 0.86, -0.86)  0.12
H (-2.30, -1.47, 1.78)  0.10
H (-0.60, -1.96, 1.81)  0.09
H (-1.08, -0.33, 2.36)  0.09
H (-1.71, -1.45, -1.64)  0.11
H (-0.55, -2.44, -0.67)  0.10
C (1.74, 2.13, -0.57)  -0.05
C (1.11, 0.79, -0.90)  -0.42
C (1.04, -0.04, 0.57)  -0.30
N (0.82, 0.33, -1.98)  0.12
O (1.70, -1.04, 0.69)  0.04
H (-0.04, -0.83, -1.60)  0.07
H (0.91, 0.67, 1.43)  0.12
H (2.69, 1.99, -0.06)  0.08
H (1.88, 2.69, -1.49)  0.08
H (1.09, 2.70, 0.10)  0.08

Values from the calculation:
LUMO level (spin up / spin down): -0.655 / -0.606 eV
orbital gap (spin up / spin down): 6.9 / 7.1 eV

Verdict on stability: a comes out on top.

--- a ---
DFT (wB97M-V/def2-TZVPD) results for the molecule C18H20N2O4S.

Last column: Löwdin charge in e.
Cartesian coordinates (Å):
C (1.38, 0.80, -0.25)  -0.08
C (0.78, 0.20, 1.02)  -0.20
C (0.62, -1.31, 0.92)  -0.36
C (0.27, -1.94, 2.29)  -0.11
C (1.39, -1.78, 3.27)  -0.24
C (1.33, -0.83, 4.28)  -0.05
C (2.37, -0.67, 5.17)  -0.08
C (3.51, -1.45, 5.06)  -0.10
C (3.58, -2.41, 4.06)  -0.09
C (2.53, -2.57, 3.17)  -0.05
N (-0.39, -1.63, -0.08)  -0.09
S (-1.95, -1.04, 0.03)  0.66
O (-2.78, -2.07, -0.53)  -0.29
O (-2.26, -0.53, 1.33)  -0.29
C (-1.91, 0.32, -1.13)  -0.29
C (-2.09, 1.62, -0.71)  -0.06
C (-2.06, 2.65, -1.63)  0.03
C (-1.84, 2.37, -2.98)  -0.20
C (-1.65, 1.05, -3.39)  -0.15
C (-1.69, 0.02, -2.46)  0.00
N (-1.38, 0.81, -4.74)  0.16
C (-1.47, 1.76, -5.70)  -0.45
O (-1.17, 1.55, -6.86)  0.09
C (-2.03, 3.09, -5.22)  -0.06
O (-1.78, 3.40, -3.86)  0.00
H (1.42, 1.88, -0.18)  0.08
H (0.78, 0.53, -1.12)  0.06
H (2.39, 0.42, -0.41)  0.08
H (1.44, 0.42, 1.86)  0.11
H (-0.19, 0.64, 1.22)  0.09
H (1.56, -1.75, 0.57)  0.15
H (0.07, -3.00, 2.14)  0.13
H (-0.64, -1.46, 2.66)  0.10
H (0.44, -0.21, 4.37)  0.12
H (2.31, 0.08, 5.96)  0.10
H (4.32, -1.33, 5.76)  0.10
H (4.46, -3.03, 3.97)  0.10
H (2.59, -3.32, 2.40)  0.11
H (-0.44, -2.61, -0.29)  0.11
H (-2.27, 1.81, 0.34)  0.12
H (-2.19, 3.68, -1.33)  0.13
H (-1.56, -1.01, -2.76)  0.13
H (-1.10, -0.12, -5.02)  0.17
H (-3.12, 3.06, -5.40)  0.15
H (-1.60, 3.90, -5.81)  0.14

Values from the calculation:
LUMO level: 0.464 eV
SMILES: CC[C@@H](Cc1ccccc1)NS(=O)(=O)c1ccc2c(c1)NC(=O)CO2
orbital gap: 9.4 eV

--- b ---
DFT (wB97M-V/def2-TZVPD) results for the molecule C18H20N2O4S.

Last column: Löwdin charge in e.
Cartesian coordinates (Å):
C (-4.84, 2.15, -0.16)  -0.12
S (-3.79, 3.22, -1.18)  0.64
O (-4.58, 4.42, -1.50)  -0.34
O (-3.43, 2.46, -2.36)  -0.33
C (-2.37, 3.62, -0.20)  -0.19
C (-1.55, 2.43, 0.01)  -0.34
C (-0.76, 1.95, -1.03)  0.04
C (-0.15, 0.73, -0.85)  -0.17
C (0.71, 0.11, -1.94)  -0.24
C (1.09, -1.41, -1.88)  -0.09
C (2.63, -1.60, -1.85)  -0.19
O (3.19, -0.97, -2.99)  -0.13
C (3.15, 0.46, -2.94)  -0.17
C (1.81, 1.03, -2.56)  -0.17
C (0.62, 0.61, -3.39)  -0.04
N (-0.24, 0.09, 0.30)  0.20
C (-0.91, 0.66, 1.31)  -0.22
C (-1.06, -0.08, 2.58)  -0.14
C (-0.24, -1.15, 2.97)  -0.04
C (-0.39, -1.81, 4.19)  -0.08
C (-1.37, -1.41, 5.08)  -0.03
C (-2.19, -0.34, 4.74)  -0.33
O (-3.23, 0.02, 5.52)  0.05
C (-2.03, 0.31, 3.52)  0.04
N (-1.60, 1.83, 1.18)  0.18
H (-4.97, 2.67, 0.78)  0.06
H (-4.36, 1.17, -0.04)  0.07
H (-5.80, 1.98, -0.62)  0.07
H (-1.83, 4.42, -0.73)  0.13
H (-2.75, 4.05, 0.75)  0.13
H (-0.77, 2.42, -1.99)  0.11
H (0.68, -1.98, -2.71)  0.11
H (0.66, -1.89, -1.00)  0.10
H (2.85, -2.67, -1.82)  0.12
H (2.95, -1.14, -0.90)  0.13
H (3.92, 0.78, -2.24)  0.12
H (3.39, 0.86, -3.95)  0.14
H (1.79, 2.09, -2.26)  0.15
H (-0.12, 1.35, -3.66)  0.10
H (0.73, -0.17, -4.17)  0.13
H (0.50, -1.48, 2.25)  0.10
H (0.23, -2.68, 4.39)  0.11
H (-1.52, -1.97, 6.00)  0.11
H (-3.19, -0.40, 6.40)  0.12
H (-2.78, 1.04, 3.21)  0.12

Values from the calculation:
LUMO level: -0.079 eV
SMILES: CS(=O)(=O)Cc1cc([C@]23CCOC[C@H]2C3)nc(-c2cccc(O)c2)n1
orbital gap: 8.7 eV

Verdict on stability: a comes out on top.